DFT (ωB97M-V/def2-TZVPD) results for C43H44F4N5OPRuS as an isolated structure.

Output
* lowest unoccupied orbital energy (alpha / beta): -2.71 / -3.09 eV
* charge: +1
* highest occupied orbital energy (alpha / beta): -0.295 / -0.372 hartree
* gap between HOMO and LUMO (alpha / beta): 5.33 / 7.04 eV
* spin multiplicity: 6

Each line ends with the Löwdin charge.
Atoms and positions in Å:
Ru  -1.43084  -0.68456  -0.65441  1.019
C  -4.23872  1.08950  -0.22047  -0.100
N  -3.65627  0.37890  -1.36214  -0.321
C  -3.68605  1.24168  -2.54897  -0.106
C  -4.44983  -0.82202  -1.67504  -0.210
C  -4.15079  -1.98201  -0.74158  -0.242
N  -2.73686  -2.26955  -0.85577  -0.164
C  -2.31006  -3.55921  -0.64886  -0.205
C  -1.30047  -4.11750  -1.45364  -0.172
F  -0.82781  -3.41576  -2.47585  0.093
C  -0.83460  -5.40042  -1.24880  -0.214
F  0.09925  -5.88035  -2.06881  0.106
C  -1.33218  -6.20298  -0.23952  0.080
C  -2.33117  -5.67477  0.55488  -0.222
F  -2.84523  -6.39825  1.55346  0.100
C  -2.80966  -4.39564  0.35456  -0.179
F  -3.74925  -3.91289  1.19537  0.061
H  -5.24029  1.47698  -0.45262  0.099
H  -3.59708  1.92562  0.05963  0.072
H  -4.32085  0.41574  0.63154  0.058
H  -4.70370  1.31148  -2.95382  0.097
H  -3.02614  0.84160  -3.31880  0.093
H  -3.35635  2.23837  -2.28999  0.044
H  -4.18101  -1.13114  -2.68557  0.125
H  -5.51937  -0.57195  -1.66871  0.129
H  -4.75623  -2.83996  -1.04973  0.132
H  -4.45408  -1.74374  0.28786  0.096
H  -0.96713  -7.20854  -0.09170  0.140
C  0.62890  -0.81923  -0.79146  -0.166
C  1.84822  -0.91615  -0.90207  -0.160
C  3.23913  -1.07658  -1.02974  -0.143
C  3.74292  -2.31019  -1.60359  -0.182
C  2.90737  -3.10725  -2.40637  -0.022
C  3.36721  -4.29024  -2.95186  -0.077
C  4.66261  -4.72582  -2.69825  -0.084
C  5.49260  -3.96651  -1.88416  -0.081
C  5.04434  -2.77597  -1.34311  -0.039
C  4.11163  0.00380  -0.57604  -0.180
C  5.32415  0.29470  -1.22076  -0.034
C  6.14464  1.31426  -0.76935  -0.079
C  5.78350  2.07225  0.33672  -0.101
C  4.57343  1.81740  0.97028  -0.097
C  3.74307  0.81024  0.51195  -0.042
H  1.89695  -2.77250  -2.60814  0.099
H  2.71038  -4.87749  -3.57941  0.104
H  5.01943  -5.65479  -3.12389  0.103
H  6.49529  -4.30950  -1.66223  0.105
H  5.69426  -2.21606  -0.68644  0.110
H  5.61011  -0.27404  -2.09486  0.118
H  7.07313  1.52069  -1.28692  0.107
H  6.43429  2.85927  0.69554  0.103
H  4.27916  2.40893  1.82938  0.104
H  2.79523  0.62475  0.99594  0.089
C  -1.79315  -1.66691  4.79252  -0.109
N  -1.86911  -0.15198  4.51769  -0.071
C  -0.44011  0.41246  4.63660  -0.111
N  0.44881  -0.27084  3.77497  -0.135
C  0.45952  -1.69961  4.07339  -0.144
N  -0.86633  -2.29737  3.92873  -0.137
C  -1.32007  -2.32984  2.53105  -0.277
P  -1.44116  -0.64591  1.77430  0.942
C  -2.45081  0.12407  3.15742  -0.232
C  0.19340  -0.00601  2.35195  -0.303
H  -2.79937  -2.06299  4.66187  0.146
H  -1.48233  -1.76021  5.83390  0.145
H  -2.45148  0.27993  5.23295  0.177
H  -0.15793  0.27766  5.68181  0.144
H  -0.50028  1.47293  4.39363  0.144
H  0.79886  -1.84510  5.10132  0.139
H  1.15212  -2.19812  3.39831  0.145
H  -2.28786  -2.83411  2.47660  0.086
H  -0.61702  -2.91857  1.93804  0.108
H  -3.47025  -0.26499  3.15166  0.099
H  -2.48997  1.20613  3.01988  0.101
H  0.24782  1.06299  2.14297  0.081
H  0.95692  -0.48740  1.74086  0.066
O  -0.51911  1.89934  0.08638  -0.610
S  -0.85898  2.70358  -1.15435  0.982
C  0.67601  3.17786  -1.93360  -0.372
C  0.66207  3.44163  -3.29458  -0.084
C  1.85166  3.77484  -3.92535  -0.066
C  3.03128  3.81200  -3.19715  -0.057
C  3.03263  3.51860  -1.83902  -0.049
C  1.84730  3.20236  -1.19639  -0.057
C  -1.39104  4.30206  -0.53912  -0.371
C  -1.23675  4.60025  0.80241  -0.077
C  -1.67029  5.83095  1.27370  -0.070
C  -2.25101  6.74377  0.40610  -0.070
C  -2.40505  6.43094  -0.93912  -0.064
C  -1.97708  5.20244  -1.41837  -0.078
H  -0.26024  3.36961  -3.85996  0.109
H  1.85951  3.98503  -4.98663  0.111
H  3.96128  4.05594  -3.69450  0.111
H  3.96017  3.51929  -1.28140  0.099
H  1.82953  2.94270  -0.14758  0.104
H  -0.77366  3.87045  1.45452  0.098
H  -1.55142  6.08114  2.32036  0.107
H  -2.58626  7.70325  0.77725  0.110
H  -2.86193  7.14280  -1.61371  0.112
H  -2.09795  4.95035  -2.46595  0.111

***

DFT (ωB97M-V/def2-TZVPD) results for C43H44GeIrN3O2Se as an isolated structure.

Output
* lowest unoccupied orbital energy: 0.50 eV
* charge: 0
* highest occupied orbital energy: -0.253 hartree
* gap between HOMO and LUMO: 7.39 eV

Each line ends with the Löwdin charge.
Atoms and positions in Å:
Ir  -1.06986  0.64324  0.69508  1.154
C  -1.88780  -0.85113  -1.87256  -0.114
N  -2.15073  0.41064  -1.13624  -0.296
C  -1.83031  1.53057  -2.05979  -0.046
C  -3.58155  0.49866  -0.75812  -0.187
C  -4.57097  0.28689  -1.70402  -0.035
C  -5.91140  0.36288  -1.36009  -0.088
C  -6.25541  0.64043  -0.04433  -0.084
C  -5.27525  0.85829  0.90621  -0.026
C  -3.91639  0.81303  0.56865  -0.226
N  -2.88711  1.00072  1.46963  -0.084
C  -2.78146  2.05237  2.35816  -0.223
C  -3.74067  3.03034  2.63967  -0.016
C  -3.45228  4.08010  3.50091  -0.091
C  -2.21315  4.19555  4.10528  -0.095
C  -1.24390  3.23283  3.83856  -0.031
C  -1.52041  2.19092  2.98270  -0.209
N  -0.56509  1.09978  2.71226  -0.311
C  0.84832  1.46447  2.91126  -0.069
C  -0.89751  0.02499  3.69188  -0.092
H  -2.37479  -0.82439  -2.84952  0.088
H  -2.25304  -1.68987  -1.29607  0.047
H  -0.81416  -0.95304  -2.00834  0.041
H  -2.41122  1.43033  -2.97924  0.096
H  -0.77036  1.48482  -2.30510  0.078
H  -2.06135  2.47600  -1.57763  0.098
H  -4.30433  0.05639  -2.72762  0.109
H  -6.67373  0.19074  -2.10741  0.100
H  -7.29709  0.67273  0.24863  0.104
H  -5.55241  1.01987  1.93865  0.113
H  -4.70407  2.99895  2.15389  0.094
H  -4.21294  4.82843  3.68531  0.103
H  -1.99250  5.02119  4.76734  0.098
H  -0.26851  3.31532  4.29960  0.108
H  1.06815  1.62024  3.97017  0.096
H  1.07129  2.37673  2.36065  0.095
H  1.45378  0.64163  2.53547  0.071
H  -0.82410  0.44665  4.69704  0.104
H  -0.19257  -0.79115  3.56403  0.046
H  -1.90684  -0.32985  3.50280  0.081
O  -0.23287  2.66114  0.12139  -0.064
C  0.81274  2.07155  -0.26726  -0.664
O  0.86927  0.80214  -0.19760  -0.180
C  2.01457  2.83932  -0.73729  -0.148
C  2.90113  2.12021  -1.75134  -0.226
Ge  3.14106  0.15936  -1.69900  1.017
C  1.69253  -0.76916  -2.63910  -0.264
C  1.09013  -0.17276  -3.74740  -0.134
C  0.18422  -0.86793  -4.53870  -0.095
C  -0.13958  -2.18075  -4.22926  -0.102
C  0.42898  -2.78105  -3.11407  -0.086
C  1.33506  -2.08061  -2.32875  -0.111
C  3.57876  -0.57342  0.05643  -0.264
C  3.91618  -1.92103  0.18643  -0.113
C  4.27114  -2.45637  1.41671  -0.078
C  4.31894  -1.64290  2.53975  -0.085
C  4.01538  -0.29461  2.42287  -0.093
C  3.64566  0.23008  1.19156  -0.116
C  4.73571  -0.15634  -2.80426  -0.260
C  5.97743  -0.40962  -2.22269  -0.105
C  7.10920  -0.59948  -3.00560  -0.090
C  7.01644  -0.53583  -4.38792  -0.097
C  5.78863  -0.28354  -4.98375  -0.091
C  4.66081  -0.09780  -4.19630  -0.103
H  2.58442  3.05227  0.17411  0.114
H  1.68017  3.81160  -1.10122  0.123
H  3.91188  2.53157  -1.69897  0.076
H  2.56394  2.33825  -2.76905  0.066
H  1.33394  0.85038  -4.01753  0.095
H  -0.26173  -0.38500  -5.39991  0.105
H  -0.84100  -2.72921  -4.84524  0.105
H  0.16347  -3.79692  -2.84984  0.111
H  1.74971  -2.56486  -1.45344  0.087
H  3.92136  -2.56681  -0.68468  0.103
H  4.51711  -3.50768  1.49654  0.104
H  4.59905  -2.05654  3.50010  0.101
H  4.06609  0.34979  3.29244  0.104
H  3.40445  1.28419  1.12176  0.087
H  6.06640  -0.46659  -1.14352  0.094
H  8.06344  -0.79923  -2.53403  0.100
H  7.89680  -0.68638  -4.99985  0.099
H  5.70843  -0.23698  -6.06274  0.100
H  3.70626  0.07770  -4.68126  0.089
Se  -0.69292  -1.76484  1.00466  0.758
C  -2.16988  -2.62416  1.90427  -0.591
C  -3.39567  -2.81055  1.26966  -0.125
C  -4.44428  -3.44792  1.91694  -0.087
C  -4.27989  -3.92847  3.20832  -0.098
C  -3.05524  -3.77306  3.84087  -0.091
C  -2.01194  -3.12386  3.19455  -0.151
H  -3.53907  -2.46323  0.25478  0.084
H  -5.39071  -3.57301  1.40578  0.102
H  -5.09687  -4.42683  3.71411  0.098
H  -2.90759  -4.15667  4.84281  0.100
H  -1.05792  -3.02481  3.69696  0.092

***

Quick rundown of relative energy (zero: lowest compared OMol25 entry of this formula, charge and spin), same order as above: 0.0, 0.0 kcal/mol